Record 1
The following is a DFT calculation (the ωB97M-V functional and the def2-TZVPD basis) of a gas-phase ion, C2BrO4 (charge -1) in a non-equilibrium geometry.

Element x y z (Å)
1 C -0.708 0.980 -0.024
2 C 0.204 -0.559 0.129
3 O -1.886 0.734 0.024
4 O 0.057 1.850 -0.196
5 O 0.067 -1.678 0.837
6 O -0.169 -1.637 -0.560
7 Br 2.435 0.310 -0.211

SMILES: O=C([O-])C1(Br)OO1
Total charge: -1
Multiplicity: 1
Kohn-Sham gap in eV: 8.59
LUMO energy in eV: 3.71
E in eV: -80303.891
Largest force on an atom in eV Å⁻¹: 3.002
E_HOMO in eV: -4.88
ΔE to the lowest compared entry with this formula, charge and spin in kcal/mol: 149.4

Record 2
The following is a DFT calculation (the ωB97M-V functional and the def2-TZVPD basis) of a molecular structure, C2CeF3NO3S2 in a non-equilibrium geometry.

Element x y z (Å)
1 N -0.283 0.602 2.133
2 S -0.878 -1.008 2.564
3 S -0.213 0.926 0.604
4 C -2.002 0.836 -0.122
5 F -2.385 -0.359 -0.567
6 F -2.889 1.250 0.780
7 F -2.054 1.686 -1.160
8 O 3.522 0.735 -1.852
9 C 3.244 -0.348 -1.528
10 O 3.281 -1.471 -1.198
11 O 0.347 -0.306 -0.239
12 Ce 0.309 -2.542 0.584

Total charge: 0
Multiplicity: 3
Expectation value of S²: 2.0021
Kohn-Sham gap (alpha / beta) in eV: 5.68 / 6.23
LUMO energy (alpha / beta) in eV: -0.95 / -1.27
E in eV: -52455.751
Largest force on an atom in eV Å⁻¹: 2.286
E_HOMO (alpha / beta) in eV: -6.63 / -7.50

Q: The lowest largest force on an atom belongs to which entry?
A: C2CeF3NO3S2

Q: Which of these has the highest multiplicity?
A: C2CeF3NO3S2

Q: Which formula does entry 2 have?
A: C2CeF3NO3S2

Q: What is the total charge in the first record?
A: -1